Entry 1:
{
  "formula": "C2H6N2O",
  "method": "the ωB97M-V functional and the def2-TZVPD basis",
  "symbols": ["N", "C", "O", "H", "H", "H", "C", "N", "H", "H", "H"],
  "xyz": [[1.77723, 0.05106, 0.65705], [2.07831, 1.31297, 0.18785], [1.66806, 1.75817, -0.85527], [1.07310, -0.46190, 0.14165], [2.45972, -0.53590, 1.10786], [2.36668, 2.00287, 1.00275], [-2.37877, -1.18526, -0.33064], [-1.58947, -0.19643, -0.43696], [-1.96241, -2.14837, -0.03818], [-3.45330, -1.09969, -0.40565], [-2.03914, 0.50248, -1.03046]],
  "atomic_forces_ev_per_a": [[0.038, -0.432, -0.297], [-1.754, 0.336, 0.757], [0.326, -0.129, -0.227], [0.162, 0.136, -0.361], [0.061, 0.373, 0.316], [1.060, -0.213, -0.224], [0.665, 0.277, 0.738], [0.169, -0.925, -1.432], [-0.182, 0.037, 0.495], [-0.382, -0.204, -0.715], [-0.163, 0.746, 0.950]],
  "smiles": "NC=O.C=N",
  "homo_lumo_gap_ev": 10.855
}

=====

Entry 2:
{
  "formula": "C2H6N2O",
  "method": "the ωB97M-V functional and the def2-TZVPD basis",
  "symbols": ["C", "C", "O", "N", "N", "H", "H", "H", "H", "H", "H"],
  "xyz": [[-1.10690, 1.03421, -0.04134], [-0.80330, -0.48755, -0.04234], [-1.71113, -1.35812, 0.14414], [0.50632, -0.95102, -0.22921], [1.56029, -0.11270, 0.14017], [-0.59575, 1.39081, -1.01937], [-2.16088, 1.32544, -0.00970], [-0.58482, 1.46899, 0.84121], [0.56800, -1.92347, -0.31655], [1.94820, -0.22194, 1.06986], [2.37999, -0.16465, -0.53686]],
  "atomic_forces_ev_per_a": [[2.176, -0.414, -1.065], [-2.730, -2.372, 1.007], [2.613, 2.580, -0.922], [-1.306, 2.898, 0.470], [1.920, 0.196, -1.792], [-0.867, -0.064, 1.758], [0.245, -0.688, -0.109], [-0.241, -0.064, -0.811], [0.393, -1.585, 0.288], [-0.466, -0.538, 0.122], [-1.738, 0.052, 1.054]],
  "smiles": "CC(=O)NN",
  "homo_lumo_gap_ev": 10.409
}

=====

Entry 3:
{
  "formula": "C2H6N2O",
  "method": "the ωB97M-V functional and the def2-TZVPD basis",
  "symbols": ["H", "N", "C", "N", "H", "H", "H", "C", "O", "H", "H"],
  "xyz": [[-2.30391, -0.95654, -1.00469], [-1.37769, -0.85790, -0.60042], [-1.48981, 0.09556, 0.24774], [-0.50271, 0.61979, 1.02731], [-2.40576, 0.69147, 0.29866], [-0.64340, 1.56062, 1.34858], [0.47307, 0.48613, 0.75685], [2.02351, -0.35772, -0.54664], [2.28125, -0.02180, 0.58902], [1.38415, -1.24489, -0.67361], [2.56130, -0.01472, -1.44279]],
  "atomic_forces_ev_per_a": [[0.140, -0.328, -0.247], [0.023, 0.296, 0.734], [-0.136, 0.750, -0.962], [0.737, 0.050, -0.142], [-0.181, -0.244, 0.396], [-0.334, 0.019, 0.133], [-0.751, -0.386, 0.464], [0.919, -1.780, 0.796], [0.161, 0.691, -0.858], [-0.483, 0.352, -0.391], [-0.096, 0.581, 0.077]],
  "smiles": "[H]/N=C/N.C=O",
  "homo_lumo_gap_ev": 9.915
}

=====

Taking the records one at a time from the top gives LUMO level values of 0.039 0.031 0.020 Eh.
Taking the records one at a time from the top gives relative energy (zero: lowest compared OMol25 entry of this formula, charge and spin) values of 47.5 41.9 48.4 kcal per mole.
Taking the records one at a time from the top gives HOMO level values of -9.8 -9.6 -9.4 eV.